104
Properties=species:S:1:pos:R:3:forces:R:3 method="wB97M-V/def2-TZVPD" e_tot_ev=-162157.2290 lumo_energy_ev=3.46 relative_energy_ev=0.0000 homo_ev=-2.9 homo_lumo_gap_ev=6.37 total_charge=-2
Bi 0.36097 -0.54796 0.62103 0.0 0.0 -0.1
N 1.55753 0.56323 -1.25823 0.2 -0.1 0.0
C 2.49785 -0.32521 -1.91972 0.0 0.0 0.0
C 2.99234 -1.42713 -0.98494 -0.1 -0.1 -0.1
O 4.02724 -2.03249 -1.26697 0.0 0.0 0.0
N 2.20319 -1.64492 0.07108 0.1 0.1 0.2
C 2.60319 -2.60176 1.07720 -0.1 0.0 0.0
C 2.18659 -2.12242 2.46751 0.0 0.0 -0.1
O 2.70246 -2.59584 3.46153 0.0 0.0 0.0
O 1.24165 -1.21812 2.49580 0.2 0.0 -0.2
H 0.84169 0.97059 -1.85521 0.0 0.0 0.1
H 2.00830 1.28948 -0.71090 0.0 0.0 0.0
H 3.38098 0.18681 -2.30808 0.0 0.0 0.0
H 2.00006 -0.80690 -2.76405 0.0 0.0 0.0
H 3.67740 -2.77503 1.05439 0.0 0.0 0.0
H 2.10123 -3.56457 0.91681 0.0 0.0 0.0
C -4.50308 4.80958 0.50387 0.1 0.1 0.0
C -4.15580 4.86443 -0.98995 0.0 0.0 0.0
C -3.79068 6.30408 -1.37924 0.0 0.0 0.0
C -5.38578 4.44035 -1.79336 0.0 0.0 0.0
C -2.96267 3.95219 -1.25131 0.0 0.1 0.1
C -1.71125 4.26640 -0.72395 0.0 0.0 0.0
C -0.64712 3.41589 -0.95343 0.0 0.0 0.0
N -0.74772 2.29143 -1.65809 0.0 0.1 0.0
C -1.94184 1.95809 -2.14149 0.0 0.0 0.1
C -3.06219 2.76622 -1.96389 0.0 -0.1 0.0
C -2.02475 0.62654 -2.82352 0.0 0.1 0.1
C -3.10356 0.27654 -3.63025 0.0 0.0 0.0
C -3.16614 -0.99077 -4.19504 0.0 0.0 0.0
C -2.10972 -1.85408 -3.92476 0.0 0.0 0.0
C -1.07257 -1.42643 -3.11497 -0.1 0.0 -0.1
N -1.02290 -0.21320 -2.57496 0.1 -0.1 0.0
C -4.33824 -1.45914 -5.05174 0.0 0.0 0.0
C -3.81902 -1.88399 -6.43177 0.0 0.0 0.0
C -5.38973 -0.36660 -5.24385 0.0 0.0 0.0
C -5.00371 -2.65850 -4.36245 0.0 0.0 0.0
H -5.33272 5.48897 0.71779 0.0 0.0 0.0
H -3.65254 5.10783 1.12010 0.0 0.0 0.0
H -4.79489 3.80297 0.80380 -0.1 0.2 -0.1
H -4.66924 6.94605 -1.28079 0.0 0.0 0.0
H -3.43949 6.35663 -2.41248 0.0 0.0 0.0
H -3.01106 6.70995 -0.73448 0.0 0.0 0.0
H -6.19531 5.15111 -1.61525 0.0 0.0 0.0
H -5.74005 3.45452 -1.48733 0.0 0.0 0.0
H -5.17968 4.42114 -2.86673 0.0 0.0 0.0
H -1.55846 5.14728 -0.11479 0.0 0.0 0.0
H 0.33011 3.63208 -0.53246 0.0 0.0 0.0
H -4.02193 2.43110 -2.32452 0.0 0.0 0.0
H -3.89028 0.99352 -3.80592 0.0 0.0 0.0
H -2.09390 -2.86899 -4.29950 0.0 0.0 0.0
H -0.26857 -2.10561 -2.85605 0.0 0.0 0.0
H -3.31343 -1.05298 -6.92796 0.0 0.0 0.0
H -4.65126 -2.20774 -7.06202 0.0 0.0 0.0
H -3.11199 -2.71030 -6.35447 0.0 0.0 0.0
H -4.97752 0.50313 -5.76019 0.0 0.0 0.0
H -5.80452 -0.03711 -4.28981 0.0 0.0 0.0
H -6.21136 -0.75754 -5.84786 0.0 0.0 0.0
H -4.29638 -3.47247 -4.20398 0.0 0.0 0.0
H -5.82713 -3.03376 -4.97583 0.0 0.0 0.0
H -5.39934 -2.37137 -3.38698 0.0 0.0 0.0
O 1.50950 3.43834 2.15610 0.0 0.1 -0.1
C 0.72741 2.53383 1.90222 0.1 -0.3 0.3
O 1.09091 1.48235 1.21122 -0.1 0.1 0.0
C -0.69944 2.61684 2.37143 0.0 0.1 0.0
C -1.71377 1.61440 1.90406 0.1 -0.1 0.1
C -3.09770 2.12651 2.10432 0.0 -0.2 0.1
C -3.40975 3.10845 3.01673 0.0 -0.1 0.1
C -2.38896 3.79125 3.64927 0.0 0.0 0.0
C -1.03002 3.57830 3.25639 0.0 0.1 -0.1
N -2.71150 4.79580 4.59862 0.0 0.0 0.0
O -3.89527 5.00087 4.87949 0.0 0.0 0.0
O -1.79632 5.43518 5.11591 0.0 0.0 0.0
N -4.13728 1.54296 1.35097 0.1 -0.1 -0.1
O -3.84626 0.70558 0.49521 0.0 0.0 0.0
O -5.31053 1.89246 1.54513 0.0 -0.1 0.0
H -1.57962 1.38447 0.84477 0.0 0.1 -0.1
H -4.44096 3.35887 3.21404 0.0 0.0 0.0
H -0.26011 4.23943 3.62704 0.0 0.0 0.0
F -0.24274 -9.07071 1.05810 0.0 0.0 0.0
C -0.45842 -7.76726 0.80868 0.0 0.0 0.0
C -1.08269 -6.96723 1.74644 0.0 0.0 0.0
F -1.47448 -7.50486 2.91325 0.0 0.0 0.0
C -1.30410 -5.62836 1.47759 0.0 0.0 0.0
F -1.92357 -4.92061 2.42788 0.0 0.0 0.0
C -0.92097 -5.02515 0.28087 0.1 0.0 0.0
Se -1.26617 -3.20198 -0.10243 -0.2 0.0 0.0
C -0.29471 -5.86696 -0.63644 0.0 0.0 0.0
F 0.10809 -5.39781 -1.82660 0.0 0.0 0.0
C -0.06388 -7.20833 -0.39145 0.0 0.0 0.0
F 0.53767 -7.98059 -1.31344 0.0 0.0 0.0
C -2.47654 0.58240 5.31168 0.0 0.1 0.0
Si -2.16515 -0.49434 3.80818 0.1 -0.1 0.1
C -0.93517 -1.81777 4.23866 -0.1 0.0 0.2
C -3.77808 -1.27812 3.27937 0.0 0.0 0.0
O -1.43123 0.35162 2.57182 -0.1 0.0 -0.2
H -2.61375 -0.06782 6.18125 0.0 0.0 0.0
H -3.37206 1.19649 5.20598 0.0 0.0 0.0
H -1.63446 1.24711 5.51609 0.0 0.0 0.0
H -1.28211 -2.38599 5.10707 -0.1 0.0 0.0
H 0.04391 -1.39058 4.46084 -0.1 -0.1 0.0
H -0.80836 -2.51548 3.40874 0.0 0.0 0.0
H -4.29039 -1.68515 4.15687 0.0 0.0 0.0
H -3.58889 -2.09496 2.57909 0.0 0.0 0.0
H -4.45710 -0.57422 2.79857 -0.1 0.0 0.0



90
Properties=species:S:1:pos:R:3:forces:R:3 method="wB97M-V/def2-TZVPD" e_tot_ev=-262749.9291 lumo_energy_ev=3.61 relative_energy_ev=0.4288 homo_ev=-1.3 homo_lumo_gap_ev=4.92 total_charge=-2
Cs 0.13416 0.60250 0.25468 -0.1 -0.2 0.5
O -6.50125 1.46640 1.86302 -0.1 -0.1 0.0
C -5.51449 1.29395 2.88627 0.0 0.0 0.0
C -4.08951 1.57466 2.38899 0.1 -0.1 0.3
C -3.92683 3.08434 2.21737 0.0 0.1 -0.1
O -4.93516 3.66906 1.38296 0.2 0.2 0.0
C -3.14252 1.05430 3.48989 -0.1 0.0 -0.2
Se -1.22423 1.47541 3.30154 0.1 0.1 0.3
C -3.82728 0.87923 1.04494 0.0 0.1 0.0
Se -4.57223 -0.94054 0.81197 0.0 0.0 0.0
H -6.33146 0.72155 1.24417 0.0 0.0 0.1
H -5.56443 0.27196 3.26916 0.0 0.0 0.0
H -5.77246 1.99093 3.69025 0.0 0.0 0.0
H -2.94972 3.30443 1.78648 0.0 0.0 0.0
H -3.95607 3.56190 3.20502 0.0 0.0 0.1
H -5.67087 3.03994 1.35509 -0.1 -0.1 0.0
H -3.24510 -0.03163 3.50480 0.0 0.0 0.0
H -3.48412 1.43549 4.45647 0.0 0.0 0.0
H -2.74491 0.87916 0.91545 0.0 -0.1 0.0
H -4.23849 1.49440 0.24758 0.0 0.0 -0.1
C 1.16395 2.81521 -3.11171 0.0 -0.2 -0.1
C 1.57771 1.95733 -4.32129 0.0 0.0 0.0
C 2.88603 1.19443 -4.10525 0.0 0.1 0.0
Sb 2.78070 -0.43457 -2.66826 0.2 -0.2 -0.1
C 1.77767 -1.83289 -3.95854 -0.2 0.0 -0.1
C 0.69005 -2.56625 -3.47959 0.0 0.0 0.0
C -0.01654 -3.42985 -4.30865 0.1 0.0 0.0
C 0.34994 -3.56928 -5.64310 0.0 0.1 0.1
C 1.42847 -2.84577 -6.13629 0.0 0.0 0.1
C 2.13796 -1.99234 -5.29514 -0.1 0.0 0.0
C 4.77385 -1.15185 -3.44842 0.0 0.2 0.1
C 5.04034 -2.43194 -3.94200 0.1 0.0 0.0
C 6.32633 -2.83053 -4.30321 -0.1 0.1 0.0
C 7.39376 -1.94934 -4.18016 -0.1 0.0 0.0
C 7.15974 -0.67136 -3.68418 -0.1 -0.1 0.0
C 5.87075 -0.29028 -3.32180 0.0 -0.1 -0.1
Sb -0.92750 2.71238 -2.52277 0.0 0.1 -0.1
C -1.40466 4.77609 -2.95577 0.0 0.2 -0.1
C -2.38536 5.41672 -2.19612 0.0 0.0 0.0
C -2.73441 6.74242 -2.44005 0.0 0.0 0.0
C -2.10363 7.45551 -3.45038 0.1 -0.1 0.0
C -1.12299 6.83387 -4.21861 -0.1 0.0 0.1
C -0.78157 5.50964 -3.96952 0.0 0.0 0.0
C -1.76331 1.93642 -4.33514 0.2 -0.4 -0.1
C -1.56764 0.56948 -4.57488 -0.1 0.1 -0.1
C -2.07825 -0.02578 -5.72140 0.0 0.0 0.0
C -2.80530 0.72606 -6.63748 0.0 0.1 0.1
C -3.01316 2.08076 -6.40152 0.1 -0.1 0.0
C -2.49001 2.67916 -5.25920 -0.1 0.1 0.0
H 1.46347 3.85757 -3.22957 0.0 0.0 0.0
H 1.66845 2.42396 -2.22507 0.0 0.1 0.0
H 1.67048 2.60452 -5.20070 0.0 0.1 0.0
H 0.80277 1.23412 -4.58168 0.1 0.1 0.1
H 3.68880 1.85918 -3.76917 0.0 0.0 0.0
H 3.23155 0.73011 -5.03138 0.0 0.0 0.0
H 0.37238 -2.44544 -2.45029 0.0 0.0 0.0
H -0.86150 -3.97950 -3.91116 0.0 0.0 0.0
H -0.20775 -4.23283 -6.29350 0.0 0.0 0.0
H 1.72119 -2.94241 -7.17551 0.0 0.0 0.0
H 2.99028 -1.45138 -5.69393 0.0 0.0 0.0
H 4.22777 -3.14250 -4.05835 0.0 0.0 0.0
H 6.49048 -3.83335 -4.68294 0.0 0.0 0.0
H 8.39448 -2.25598 -4.46186 0.0 0.0 0.0
H 7.98017 0.02971 -3.57568 0.0 0.0 0.0
H 5.72959 0.71298 -2.92506 0.0 0.0 0.0
H -2.89499 4.88022 -1.40216 0.0 0.0 0.0
H -3.49968 7.21451 -1.83623 0.0 0.0 0.0
H -2.37263 8.48841 -3.63915 0.0 0.0 0.0
H -0.62690 7.38186 -5.01146 0.0 0.0 0.0
H -0.02095 5.03874 -4.58528 0.0 0.0 0.0
H -0.98882 -0.01862 -3.86879 -0.1 0.0 0.0
H -1.90063 -1.08129 -5.89034 0.0 0.0 0.0
H -3.20962 0.26088 -7.52912 0.0 0.0 0.0
H -3.58310 2.67460 -7.10703 0.0 0.0 0.0
H -2.65718 3.73836 -5.09220 0.0 0.0 0.0
C -3.22180 -2.92288 3.93778 0.0 0.0 0.0
C -1.79086 -2.63582 3.57600 0.0 0.0 0.1
C -0.76669 -2.58672 4.51637 0.0 0.0 -0.1
C 0.53280 -2.30789 4.12041 0.0 0.0 0.1
C 0.73193 -2.08810 2.77313 0.1 0.1 0.0
Br 2.49355 -1.63967 2.14313 0.0 -0.1 0.1
N -0.20123 -2.11073 1.86189 0.0 -0.1 -0.2
C -1.45031 -2.37193 2.25419 -0.1 0.0 0.0
H -3.40878 -2.68671 4.98770 0.0 0.0 0.0
H -3.45539 -3.98147 3.78508 0.0 0.0 0.0
H -3.89654 -2.34230 3.29775 0.1 0.0 0.1
H -0.98867 -2.73872 5.56648 0.0 0.0 0.0
H 1.34792 -2.23186 4.82443 0.0 0.0 0.0
H -2.23220 -2.32043 1.49936 0.1 0.0 0.0
F 0.52838 0.20223 -2.36679 0.0 0.0 -0.4



100
Properties=species:S:1:pos:R:3:forces:R:3 method="wB97M-V/def2-TZVPD" e_tot_ev=-257743.8975 lumo_energy_ev=-0.94 relative_energy_ev=0.7939 homo_ev=-6.2 homo_lumo_gap_ev=5.22
Zn -0.29953 0.62589 -0.37360 -0.2 0.0 0.4
C 3.60597 1.69734 -2.05109 0.0 0.0 0.0
C 2.16825 1.48281 -1.72165 0.0 0.0 0.1
N 1.73338 1.14398 -0.56585 0.1 0.0 -0.1
N 2.59037 1.03098 0.47347 -0.1 0.0 0.1
C 2.07293 0.39592 1.50167 0.1 0.0 -0.1
N 2.87208 0.30140 2.58595 0.0 0.0 0.0
S 0.50401 -0.33955 1.62984 0.0 0.0 -0.1
C 1.12043 1.60465 -2.76636 0.0 0.0 0.0
C 1.40643 1.97359 -4.07362 0.0 0.0 0.0
C 0.36480 2.07474 -4.98487 0.0 0.0 0.0
C -0.92862 1.79546 -4.57742 0.0 0.0 0.0
C -1.12962 1.41518 -3.25919 -0.1 0.1 0.0
N -0.13529 1.33247 -2.38566 0.1 -0.1 0.0
H 4.18598 1.71924 -1.13388 0.0 0.0 0.0
H 3.75517 2.62430 -2.60552 0.0 0.0 0.0
H 3.96097 0.86356 -2.66220 0.0 0.0 0.0
H 3.81571 0.64176 2.51938 0.0 0.0 0.0
H 2.57577 -0.23232 3.38081 0.0 0.0 0.0
H 2.42393 2.17755 -4.37144 0.0 0.0 0.0
H 0.56669 2.36945 -6.00624 0.0 0.0 0.0
H -1.76786 1.86913 -5.25379 0.0 0.0 0.0
H -2.10809 1.16318 -2.86991 0.0 0.0 0.0
C -3.10840 3.21740 5.40062 0.0 0.0 0.0
C -3.10744 2.46234 4.10146 0.0 0.0 0.0
C -3.60821 3.00491 2.98435 0.0 0.0 0.0
C -3.62957 2.34842 1.61914 0.1 0.1 -0.1
C -3.10995 0.92825 1.71766 -0.1 -0.1 0.0
C -2.60745 0.40824 2.94541 0.0 0.0 0.1
C -2.55848 1.12022 4.09559 0.0 0.0 -0.1
S -3.12828 -0.21415 0.49770 0.1 0.0 0.2
C -4.67040 0.01023 -0.40588 0.0 0.0 0.0
O -2.15390 0.16192 -0.68629 -0.1 0.1 -0.4
H -3.42101 4.25207 5.26333 0.0 0.0 0.0
H -2.11025 3.21213 5.84345 0.0 0.0 0.0
H -3.78127 2.74660 6.12111 0.0 0.0 0.0
H -4.02022 4.00999 3.02415 0.0 0.0 0.0
H -3.17944 4.31916 1.01303 0.0 0.0 0.0
H -2.25158 -0.61741 2.93951 0.0 0.0 0.0
H -2.18253 0.68258 5.00998 0.0 0.0 0.0
H -4.53599 0.79908 -1.14168 0.0 0.0 0.0
H -5.46777 0.25146 0.29434 0.0 0.0 0.0
H -4.89517 -0.92429 -0.91456 0.0 0.0 0.0
C -0.61387 2.80178 1.50082 0.0 0.0 -0.1
C -1.40964 3.32914 0.56125 0.0 0.0 0.0
C -0.81893 4.07859 -0.55519 0.0 0.0 0.0
C -1.50550 4.34634 -1.66888 0.0 0.0 0.0
C -2.88026 3.85708 -1.80879 0.1 0.0 0.0
C -3.53312 3.34806 -0.75657 0.0 0.0 0.0
C -2.92327 3.32283 0.60787 0.0 0.0 0.1
C -3.50281 3.90269 -3.10182 -0.1 -0.1 0.0
N -3.98765 3.89835 -4.14475 0.0 0.0 -0.1
H -0.98484 2.24737 2.35112 0.0 0.0 0.0
H 0.45789 2.96630 1.44278 0.0 0.0 0.0
H 0.21994 4.37606 -0.46793 0.0 0.0 0.0
H -1.05722 4.87972 -2.49670 0.0 0.0 0.0
H -4.56570 3.03574 -0.85672 0.0 -0.1 0.0
H -4.67707 2.33785 1.26910 0.0 0.0 0.0
C -1.30788 -4.88811 -2.80743 0.0 0.0 0.0
O -2.02270 -5.69557 -1.86690 0.0 0.0 0.0
C -1.41521 -6.04132 -0.72541 0.0 0.0 0.0
O -1.91079 -6.86792 -0.00462 0.0 0.0 0.0
C -0.14966 -5.33773 -0.33948 0.1 0.1 0.0
C 0.99826 -6.00021 -0.25337 0.0 -0.1 0.0
As 2.67832 -5.30769 0.50883 0.1 0.1 0.0
C 3.80970 -6.04569 -0.92204 0.0 -0.1 0.0
C 2.58889 -3.47718 -0.23552 -0.1 0.1 0.0
C 1.42868 -2.93210 -0.62924 0.1 -0.1 0.0
As -0.29870 -3.44165 0.19438 -0.1 -0.1 0.0
C 0.26026 -3.76165 2.05541 0.0 0.0 0.0
C 1.35113 -2.03190 -1.83229 -0.1 -0.1 -0.1
O 2.24918 -1.71560 -2.56144 0.0 0.0 0.0
O 0.04934 -1.80222 -2.15767 0.2 0.0 0.1
C -0.18781 -1.57989 -3.55247 0.0 0.1 0.0
C 3.90932 -2.75288 -0.29736 0.0 -0.1 0.1
O 4.08456 -1.59278 -0.53618 0.0 0.0 0.0
O 4.89428 -3.56786 0.14094 0.0 0.0 -0.2
C 6.19121 -2.97186 0.23863 0.0 0.0 0.0
C 1.07766 -7.40527 -0.78711 0.0 0.0 -0.1
O 1.16032 -7.60247 -1.97085 0.0 0.0 0.0
O 1.11180 -8.42700 0.07290 0.1 0.0 0.0
C 0.80551 -8.19731 1.45734 0.0 0.0 0.0
H -1.86623 -4.96132 -3.73673 0.0 0.0 0.0
H -0.29745 -5.27196 -2.95660 0.0 0.0 0.0
H -1.27942 -3.84887 -2.47790 0.0 0.0 0.0
H 3.67859 -7.12722 -0.92592 0.0 0.0 0.0
H 4.84667 -5.81104 -0.70849 0.0 0.0 0.0
H 3.52030 -5.65414 -1.89535 0.0 0.0 0.0
H 0.73533 -4.72954 2.19702 0.0 0.0 0.0
H -0.64897 -3.72860 2.65580 0.0 0.0 0.0
H 0.91978 -2.96077 2.37930 0.0 0.0 0.0
H -1.23425 -1.30283 -3.63379 0.0 0.0 0.0
H 0.00204 -2.50486 -4.09924 0.0 0.0 0.0
H 0.45358 -0.79377 -3.94421 0.0 0.0 0.0
H 6.40082 -2.36706 -0.64044 0.0 0.0 0.0
H 6.89430 -3.79569 0.31950 0.0 0.0 0.0
H 6.24274 -2.34368 1.12744 0.0 0.0 0.0
H 0.70260 -9.18612 1.89384 0.0 0.0 0.0
H -0.13291 -7.65349 1.55346 0.0 0.0 0.0
H 1.61955 -7.66519 1.95114 0.0 0.0 0.0